# 1
The following is a DFT calculation (ωB97M-V/def2-TZVPD) of one molecule with the formula C5H6 at a distorted geometry.

XYZ file:
```
11
Properties=species:S:1:pos:R:3
C -1.804 -0.099 -0.106
C -2.902 -0.662 0.145
C -0.956 1.141 0.111
C -0.362 0.036 -0.516
C 0.582 -0.902 0.124
H -1.329 1.982 -0.316
H -0.725 1.185 1.193
H -0.096 0.172 -1.554
H 0.544 -0.861 1.169
H 1.634 -0.729 -0.006
H 0.579 -1.810 -0.286
```

Properties
- HOMO-LUMO gap: 10.05 eV
- Charge: 0
- Calculated total energy: -5276.7011 eV
- Highest occupied orbital energy: -10.0 eV
- Energy above the lowest of the compared OMol25 structures with the same formula, charge and spin: 103.7 kcal/mol
- Multiplicity: 1
- Max |F|: 0.089 Eh/bohr


# 2
The following is a DFT calculation (ωB97M-V/def2-TZVPD) of a 2-piece molecular cluster, C3H8N3O2 overall at a distorted geometry.

XYZ file:
```
16
Properties=species:S:1:pos:R:3
C -0.706 1.616 -1.455
C 1.464 -1.048 1.800
C 0.777 -2.211 1.869
N 0.093 1.464 -0.481
N -1.668 2.583 -1.426
N 1.141 0.542 -0.828
O 2.267 -0.251 1.984
O 0.833 -0.698 -0.392
H -0.513 1.040 -2.373
H 0.140 -2.444 0.932
H 0.144 -2.220 2.810
H 1.482 -3.093 2.187
H -1.992 2.931 -2.309
H -2.240 2.777 -0.583
H 1.278 0.515 -1.881
H 2.032 0.968 -0.488
```

Properties
- HOMO-LUMO gap: 8.87 eV
- Charge: +1
- Calculated total energy: -11794.9405 eV
- Highest occupied orbital energy: -13.2 eV
- Energy above the lowest of the compared OMol25 structures with the same formula, charge and spin: 105.2 kcal/mol
- Multiplicity: 1
- Max |F|: 0.110 Eh/bohr


# 3
The following is a DFT calculation (ωB97M-V/def2-TZVPD) of one molecule with the formula C25H23N5O4S at a distorted geometry.

XYZ file:
```
58
Properties=species:S:1:pos:R:3
H -3.038 -1.853 1.362
N -2.040 -1.777 1.192
C -1.633 -0.612 0.933
C -0.223 -0.293 0.705
C 0.649 -1.333 0.827
C 2.083 -1.375 0.790
C 2.911 -0.314 1.171
C 4.284 -0.431 1.140
C 4.880 -1.615 0.707
O 6.210 -1.833 0.613
C 7.107 -0.793 0.948
C 7.026 0.414 0.044
C 7.406 1.663 0.517
C 7.345 2.771 -0.308
C 6.895 2.641 -1.611
C 6.516 1.399 -2.088
C 6.586 0.288 -1.267
C 4.062 -2.694 0.349
C 2.696 -2.581 0.411
C 0.140 1.070 0.226
O 1.192 1.336 -0.305
N -0.825 2.063 0.360
C -2.018 1.760 0.665
S -3.344 2.901 0.810
C -4.415 1.512 1.113
C -5.866 1.687 1.345
C -6.664 0.440 0.940
O -7.272 -0.203 1.768
N -6.680 0.132 -0.373
C -5.952 0.766 -1.449
C -4.958 -0.244 -2.044
O -5.620 -1.401 -2.488
C -6.310 -2.027 -1.428
C -7.345 -1.082 -0.813
N -3.821 0.387 1.109
N -2.502 0.499 0.877
H 0.167 -2.293 0.983
H 2.477 0.609 1.515
H 4.885 0.412 1.440
H 8.097 -1.255 0.856
H 6.968 -0.493 1.996
H 7.750 1.766 1.537
H 7.642 3.738 0.069
H 6.838 3.508 -2.252
H 6.162 1.292 -3.103
H 6.291 -0.682 -1.639
H 4.534 -3.611 0.033
H 2.077 -3.422 0.134
H -6.044 1.827 2.415
H -6.230 2.574 0.824
H -5.425 1.656 -1.114
H -6.669 1.051 -2.228
H -4.454 0.179 -2.914
H -4.210 -0.511 -1.281
H -6.794 -2.905 -1.856
H -5.598 -2.343 -0.651
H -7.826 -1.540 0.052
H -8.099 -0.821 -1.563
```

Properties
- HOMO-LUMO gap: 7.44 eV
- Charge: 0
- Calculated total energy: -52773.0661 eV
- Highest occupied orbital energy: -8.2 eV
- Energy above the lowest of the compared OMol25 structures with the same formula, charge and spin: 13.6 kcal/mol
- Multiplicity: 1
- SMILES string: [H]/N=C1/C(=C/c2ccc(OCc3ccccc3)cc2)C(=O)N=C2SC(CC(=O)N3CCOCC3)=NN21
- Max |F|: 0.021 Eh/bohr


# 4
The following is a DFT calculation (ωB97M-V/def2-TZVPD) of C24H62Li2N4O2 as an isolated structure at a distorted geometry.

XYZ file:
```
94
Properties=species:S:1:pos:R:3
Li 9.830 17.817 -11.576
Li 10.110 17.955 -15.282
O 9.205 15.658 -13.606
H 9.015 14.704 -13.696
O 10.680 20.174 -13.382
H 10.808 21.135 -13.500
C 12.872 24.185 -7.703
C 12.584 25.211 -8.789
N 11.320 25.975 -8.524
C 11.398 27.316 -9.130
C 10.138 28.174 -8.776
C 10.083 25.212 -8.649
C 9.663 24.829 -10.093
H 13.249 24.624 -6.780
H 13.557 23.421 -8.070
H 12.003 23.641 -7.332
H 13.486 25.802 -8.942
H 12.349 24.820 -9.779
H 12.235 27.920 -8.777
H 11.522 27.202 -10.207
H 10.415 29.211 -8.964
H 9.297 27.927 -9.424
H 9.733 28.130 -7.764
H 9.269 25.782 -8.202
H 10.181 24.306 -8.052
H 8.755 24.227 -10.058
H 10.439 24.216 -10.553
H 9.478 25.727 -10.683
C 9.362 18.407 -6.116
C 9.266 18.339 -7.663
N 10.124 17.315 -8.303
C 10.019 15.934 -7.764
C 8.525 15.486 -7.684
C 11.558 17.728 -8.166
C 12.495 16.962 -9.168
H 10.226 19.017 -5.856
H 9.361 17.419 -5.655
H 8.508 18.951 -5.713
H 8.218 18.132 -7.884
H 9.459 19.355 -8.007
H 10.630 15.279 -8.385
H 10.505 15.881 -6.790
H 7.978 15.695 -8.603
H 8.372 14.438 -7.427
H 8.017 15.988 -6.861
H 11.899 17.434 -7.173
H 11.795 18.783 -8.304
H 12.172 17.024 -10.207
H 12.588 15.908 -8.905
H 13.482 17.396 -9.013
C 4.083 20.526 -18.071
C 3.811 21.859 -17.370
N 5.029 22.404 -16.745
C 4.797 23.722 -16.150
C 4.704 24.894 -17.117
C 5.579 21.520 -15.770
C 4.654 21.324 -14.561
H 4.461 19.744 -17.414
H 4.822 20.591 -18.869
H 3.162 20.224 -18.569
H 3.504 22.569 -18.139
H 3.015 21.840 -16.626
H 3.971 23.773 -15.441
H 5.630 23.945 -15.483
H 5.585 24.936 -17.758
H 3.764 24.876 -17.667
H 4.852 25.883 -16.684
H 6.457 21.994 -15.330
H 6.093 20.604 -16.064
H 4.044 20.472 -14.860
H 4.105 22.202 -14.222
H 5.224 20.928 -13.720
C 9.485 15.607 -18.565
C 10.217 16.807 -19.154
N 11.117 17.522 -18.169
C 11.473 18.876 -18.689
C 10.363 19.893 -18.504
C 12.287 16.673 -17.957
C 13.140 17.256 -16.792
H 8.782 15.160 -19.268
H 9.026 15.928 -17.630
H 10.150 14.784 -18.305
H 10.748 16.452 -20.037
H 9.483 17.493 -19.578
H 12.341 19.302 -18.185
H 11.785 18.727 -19.722
H 10.667 20.758 -19.093
H 9.402 19.592 -18.923
H 10.269 20.178 -17.456
H 12.929 16.538 -18.828
H 11.923 15.719 -17.575
H 13.595 16.453 -16.212
H 12.586 17.936 -16.145
H 14.000 17.807 -17.173
```

Properties
- HOMO-LUMO gap: 7.25 eV
- Charge: 0
- Calculated total energy: -36354.0954 eV
- Highest occupied orbital energy: -7.3 eV
- Energy above the lowest of the compared OMol25 structures with the same formula, charge and spin: 175.3 kcal/mol
- Multiplicity: 1
- Max |F|: 0.058 Eh/bohr